(1)
98
Properties=species:S:1:pos:R:3:forces:R:3 method="wB97M-V/def2-TZVPD" fmax_ha_per_bohr=0.0265 homo_lumo_gap_ev="6.2762 / 7.9296" lumo_ha="-0.0808 / -0.1055" molar_mass_g_mol=839.3 total_energy_ha=-7499.1201 relative_energy_ev=0.6611 total_charge=+1 e_homo_ha="-0.3114 / -0.3969" spin_multiplicity=3
Ti -0.407140 0.444823 0.711336 0.27 -1.25 -0.49
C -3.016563 0.743097 -2.762757 0.04 -0.17 -0.09
C -2.449001 0.618145 -1.383477 -0.31 0.09 0.06
N -1.379065 -0.143817 -1.102806 -0.33 0.51 -0.19
N -0.874312 -0.816632 -2.200870 0.03 -0.07 0.22
C 0.127142 -1.698223 -2.115776 -0.05 0.05 -0.37
N 0.492767 -2.263441 -3.297593 0.02 -0.06 0.17
S 0.916828 -2.028787 -0.687504 -0.15 0.01 0.09
C -3.001840 1.325768 -0.283798 -0.24 0.07 -0.13
C -4.168939 2.128448 -0.345061 0.11 -0.11 0.07
C -4.627151 2.741667 0.783880 0.00 0.05 0.14
C -3.931232 2.579272 2.001507 -0.07 0.03 -0.07
C -2.805453 1.812198 2.002190 0.19 -0.11 -0.06
N -2.333464 1.184743 0.898049 -0.23 0.39 -0.06
H -2.277022 1.146780 -3.463176 0.01 -0.01 0.01
H -3.864409 1.415067 -2.796169 0.00 0.02 0.04
H -3.367471 -0.219706 -3.148795 0.03 0.00 0.00
H -1.269621 -0.590524 -3.100427 0.04 -0.01 0.00
H -0.153728 -2.308870 -4.068634 0.01 0.04 -0.01
H 1.161079 -3.012108 -3.232195 0.00 0.00 -0.02
H -4.698857 2.261672 -1.274225 -0.01 -0.02 -0.02
H -5.517521 3.354461 0.743779 0.00 0.00 0.00
H -4.258903 3.058499 2.911916 -0.02 0.01 0.00
H -2.208413 1.681305 2.896888 -0.03 0.00 -0.02
C 3.254539 0.611292 -0.262192 0.05 -0.06 0.01
C 2.727867 0.070005 1.025151 -0.19 0.17 0.10
N 3.580924 -0.374706 1.943282 0.08 -0.07 -0.07
O 1.506939 0.014218 1.249262 0.66 0.09 0.53
H 4.317014 0.837594 -0.215098 0.01 0.00 -0.03
H 2.683962 1.496253 -0.537823 0.00 0.00 0.00
H 3.067369 -0.149804 -1.023698 0.03 0.04 -0.01
H 4.570498 -0.396915 1.770911 0.00 0.04 0.03
H 3.219774 -0.751326 2.806190 -0.01 0.04 0.02
O 0.087062 2.131003 1.881066 -0.04 0.10 -0.05
C 0.424794 2.742715 0.822448 -0.21 -0.02 0.01
O 0.220554 2.157309 -0.289373 0.38 0.30 -0.04
C 1.024128 4.106946 0.891448 -0.04 0.04 -0.15
C 2.080959 4.279621 1.981817 0.07 0.16 -0.07
Ge 1.490127 4.342539 3.857684 -0.08 -0.03 -0.14
C -0.098559 5.465147 3.937197 -0.13 0.09 0.07
C -1.037933 5.374637 4.965415 0.01 -0.01 0.04
C -2.110755 6.252693 5.037744 -0.01 0.00 -0.01
C -2.260465 7.249017 4.084615 -0.01 0.01 -0.01
C -1.325549 7.371663 3.068063 0.01 -0.01 0.00
C -0.256380 6.488869 3.000698 -0.04 -0.01 -0.02
C 2.923973 5.237456 4.828604 0.10 0.07 0.03
C 3.407301 4.784725 6.054322 -0.01 0.00 0.07
C 4.403747 5.477834 6.729938 0.00 0.00 0.01
C 4.932919 6.639082 6.189543 0.01 0.02 -0.02
C 4.456983 7.111321 4.974113 -0.01 -0.02 0.03
C 3.461488 6.415208 4.305091 0.02 0.01 0.01
C 1.230559 2.574817 4.628574 0.06 -0.12 0.19
C 2.353491 1.822506 4.974824 0.01 0.01 0.04
C 2.229554 0.587110 5.599633 0.00 -0.08 0.00
C 0.970920 0.078059 5.885846 0.02 -0.04 -0.04
C -0.157924 0.800110 5.523527 0.01 0.03 -0.03
C -0.024911 2.034057 4.901311 -0.05 -0.08 -0.02
H 0.183593 4.785204 1.070347 0.00 -0.02 -0.02
H 1.409379 4.348070 -0.100602 0.05 -0.02 0.03
H 2.570304 5.240733 1.807756 0.07 -0.02 0.00
H 2.874136 3.530290 1.902509 -0.05 -0.04 -0.05
H -0.928972 4.629524 5.744632 0.03 -0.05 -0.02
H -2.825006 6.166460 5.846590 0.00 0.00 0.01
H -3.093731 7.936979 4.142123 -0.01 0.00 0.00
H -1.424245 8.158390 2.331239 0.00 0.00 0.00
H 0.467062 6.618646 2.202870 0.03 0.01 0.02
H 3.001216 3.886106 6.505027 -0.01 0.03 -0.02
H 4.763062 5.112485 7.683404 0.00 -0.01 0.00
H 5.708882 7.179746 6.715301 0.00 0.00 0.01
H 4.856898 8.023934 4.551735 0.00 0.00 -0.01
H 3.096662 6.818225 3.366351 -0.02 -0.03 -0.02
H 3.348771 2.217156 4.795219 -0.02 0.00 -0.03
H 3.115263 0.038063 5.899281 0.00 0.01 -0.02
H 0.870120 -0.868447 6.401256 0.00 -0.03 0.00
H -1.143707 0.409029 5.746285 0.00 0.01 0.02
H -0.921217 2.573356 4.619417 0.03 0.09 0.02
C -4.052037 -1.276888 2.695334 -0.07 -0.03 0.00
C -2.699498 -1.515106 3.361916 0.01 -0.04 0.13
As -1.253534 -1.750669 2.070748 -0.09 0.02 0.24
C 0.231853 -2.473590 3.125380 0.03 -0.02 0.00
C -0.087685 -3.299222 4.363924 0.04 -0.08 0.09
C -1.927630 -3.292559 1.074432 -0.02 0.06 -0.04
C -2.568170 -4.409637 1.887457 -0.02 -0.13 -0.03
H -4.810589 -1.045853 3.444425 0.00 -0.01 0.00
H -4.393062 -2.158593 2.152368 0.02 -0.02 0.00
H -4.029690 -0.450637 1.987159 0.03 0.02 0.00
H -2.732280 -2.408939 3.986780 -0.06 0.03 0.02
H -2.427796 -0.681869 4.014347 0.00 0.00 -0.06
H 0.826062 -1.600466 3.401230 -0.03 0.04 0.02
H 0.828304 -3.038749 2.403375 0.02 -0.03 0.05
H -0.770106 -2.782640 5.039552 0.01 0.05 -0.02
H 0.825136 -3.497953 4.929469 0.01 -0.01 -0.03
H -0.529842 -4.264919 4.124182 -0.02 0.03 -0.03
H -1.075271 -3.665236 0.511229 0.08 -0.02 -0.04
H -2.621569 -2.886063 0.333878 -0.03 -0.02 0.04
H -1.872981 -4.849884 2.600999 0.03 0.03 -0.04
H -2.887229 -5.211719 1.219237 -0.01 0.01 0.01
H -3.447898 -4.089526 2.444076 0.01 0.07 -0.01

=====

(2)
13
Properties=species:S:1:pos:R:3:forces:R:3 method="wB97M-V/def2-TZVPD" fmax_ha_per_bohr=0.0724 homo_lumo_gap_ev="7.1160 / 7.1153" lumo_ha="0.1193 / 0.1193" molar_mass_g_mol=153.2 total_energy_ha=-1135.5384 relative_energy_ev=1.3057 total_charge=-1 e_homo_ha="-0.1422 / -0.1422"
C -1.334695 -0.814738 0.162602 -0.84 -1.90 0.12
C -0.489444 1.438012 0.108577 0.72 -1.20 -1.60
N -0.369150 0.004482 -0.212513 0.76 3.64 -0.19
N 1.481430 -0.514319 0.407747 0.71 -0.83 0.03
O -0.791521 -2.109470 0.223042 -1.83 0.74 0.03
O -2.534808 -0.606032 0.329111 0.95 -0.18 0.22
S 2.247889 0.572051 1.353954 -0.39 -0.19 -0.51
S 2.141946 -0.715016 -1.284746 0.68 0.33 1.08
H -0.343328 2.120073 -0.817382 -0.64 -1.10 1.47
H -1.398359 1.575684 0.687860 -0.05 0.54 -0.15
H 0.419573 1.581019 0.726382 -0.26 0.76 0.28
H 0.090127 -1.901360 -0.075159 1.11 -0.57 0.25
H 0.880338 -0.630382 -1.609476 -0.93 -0.04 -1.01

=====

(3)
18
Properties=species:S:1:pos:R:3:forces:R:3 method="wB97M-V/def2-TZVPD" fmax_ha_per_bohr=0.1094 homo_lumo_gap_ev=8.6537 lumo_ha=-0.0120 molar_mass_g_mol=157.1 total_energy_ha=-584.5538 relative_energy_ev=4.9257 e_homo_ha=-0.3300
C 1.090975 -0.154037 -2.311533 -0.30 -0.74 2.22
C 1.600859 -1.199316 -1.534133 -0.40 0.52 0.64
C -0.112827 -0.296759 -0.539427 1.28 0.10 0.51
C -0.719014 1.700733 1.252073 0.14 -5.56 -0.85
C -1.112002 0.006561 0.441714 1.03 1.07 2.39
N 0.065408 0.416090 -1.602405 -0.86 -0.16 -0.77
N 0.793590 -1.293732 -0.398429 -0.24 1.40 -0.84
N -1.881363 1.799652 2.054257 -0.10 0.84 0.75
O -1.998314 1.019108 3.006344 -0.01 0.14 -0.28
O -2.714753 2.620836 1.755787 -0.43 0.29 -0.21
O -1.147117 -0.956619 1.473446 0.40 0.95 -1.94
H 1.176719 0.323143 -3.252707 1.22 -0.38 -0.85
H 2.473807 -1.775170 -1.373530 0.87 -0.47 -1.22
H -0.412900 2.394832 0.537408 -0.40 1.37 -0.89
H 0.070006 1.151945 1.723977 0.46 0.66 0.98
H -1.981719 0.143802 -0.106202 -2.27 0.48 -0.33
H 0.972998 -1.673236 0.523659 0.15 -0.42 -0.51
H -1.827111 -0.607303 2.039908 -0.56 -0.10 1.19

=====

(4)
16
Properties=species:S:1:pos:R:3:forces:R:3 method="wB97M-V/def2-TZVPD" fmax_ha_per_bohr=0.0940 homo_lumo_gap_ev=7.6709 lumo_ha=0.1565 molar_mass_g_mol=122.1 total_energy_ha=-666.3558 relative_energy_ev=1.1442 total_charge=-1 e_homo_ha=-0.1254
C 1.789389 0.489383 1.493996 1.88 0.49 0.96
C -1.318201 -0.152906 -2.127516 -2.30 4.17 0.81
C 0.621729 0.825299 0.656065 -0.60 -2.03 -2.80
N -1.696486 -0.164317 -0.731793 -0.54 -0.96 0.14
O 0.651535 -1.589497 -0.516148 -2.03 0.34 0.87
O -1.208938 -1.333679 1.448544 4.48 -1.38 -0.23
P -0.488501 -0.741839 0.064436 3.47 0.87 1.80
H 1.612131 0.108849 2.503452 -0.53 0.26 0.07
H 2.218716 -0.349787 0.994050 0.81 -0.65 -0.35
H 2.613120 1.283684 1.610814 -1.16 -0.79 -0.32
H -0.432850 -0.651456 -2.240414 2.14 -1.45 -1.37
H -1.197847 0.959260 -2.337008 0.35 -0.94 -0.64
H -2.153052 -0.435484 -2.728533 -0.38 -0.76 -0.85
H 0.982813 1.079470 -0.399683 -0.32 -0.17 1.24
H 0.027398 1.627202 0.941621 -1.25 1.46 0.87
H -2.020958 -0.954182 1.368116 -4.02 1.54 -0.21